Entry 1:
Density functional theory data (ωB97M-V with the def2-TZVPD basis set) for a structure of composition C18H48N4O6V at a distorted geometry.

Each line ends with the Mulliken spin population.
CARTESIAN COORDINATES (ANGSTROEM)
O 0.18193 0.95901 -0.09173  -0.217
V -0.21412 -0.37095 -0.86446  1.189
C -4.24296 3.37444 -1.06818  0.031
O -3.86755 1.99950 -0.80020  0.714
C -3.07498 1.85875 0.37200  0.068
C -2.99852 0.37143 0.79282  0.024
N -2.45157 -0.53142 -0.26145  -0.047
C -2.76002 -1.92073 0.12700  0.030
C -2.28648 -2.92451 -0.93547  -0.003
O -0.99388 -2.52960 -1.35454  -0.011
C -0.46083 -3.54087 -2.24591  0.003
H -4.61333 3.40576 -2.09285  0.001
H -3.37802 4.03749 -1.04981  0.052
H -4.85113 3.84491 -0.29560  0.046
H -3.57098 2.41506 1.16736  0.044
H -2.08698 2.30321 0.25200  0.015
H -4.02748 0.11593 1.04594  0.014
H -2.38076 0.32536 1.68968  -0.008
H -2.99629 -0.35525 -1.09352  0.010
H -3.84742 -1.99468 0.14022  -0.001
H -2.35409 -2.25480 1.08184  -0.002
H -2.90472 -2.85922 -1.83081  -0.001
H -2.28278 -3.93795 -0.53419  0.000
H -0.54080 -3.16860 -3.26724  0.000
H -0.96863 -4.50057 -2.14983  0.001
H 0.57951 -3.80294 -2.05330  0.000
C 2.96545 -1.99523 1.41055  0.003
C 2.17720 -1.29027 0.34807  0.014
C 2.42763 -1.84999 -1.10207  -0.008
O 1.42155 -1.35954 -2.01003  -0.009
C 1.72179 -1.68178 -3.35225  0.005
N 0.77149 -1.50963 0.68753  0.005
H 4.03179 -1.96050 1.18738  0.000
H 2.70480 -3.05224 1.46434  0.000
H 2.80467 -1.61196 2.41820  0.000
H 2.43426 -0.23103 0.34200  -0.008
H 2.33647 -2.93617 -1.09984  0.000
H 3.47953 -1.69794 -1.34394  -0.001
H 2.01997 -2.72697 -3.43459  0.001
H 2.50487 -1.01995 -3.72220  0.001
H 0.82723 -1.50181 -3.94846  -0.002
H 0.58564 -1.20383 1.63201  -0.004
H 0.69750 -2.50138 0.86375  0.007
C -1.03680 2.87150 -2.45233  0.020
C -0.46483 1.71364 -3.37126  -0.007
C 1.10954 1.80956 -3.34873  -0.002
O 1.72150 1.55256 -2.06483  0.004
C 3.14145 1.40969 -2.03810  0.001
N -0.88471 0.40029 -2.83883  0.013
H -2.12435 2.94088 -2.42951  0.000
H -0.59950 3.76884 -2.89011  -0.002
H -0.70500 2.82091 -1.41529  0.001
H -0.73663 1.98996 -4.39002  0.001
H 1.38020 2.80965 -3.68737  0.001
H 1.47795 1.15308 -4.13703  -0.001
H 3.58264 2.36851 -2.31033  0.001
H 3.40244 0.68824 -2.81237  0.000
H 3.45057 1.12087 -1.03354  0.000
H -0.43766 -0.15192 -3.55668  0.004
H -1.86643 0.38072 -3.07536  0.005
C 0.64418 2.45189 3.00482  -0.002
C 1.03989 0.94938 3.24743  0.003
C 1.36261 0.62896 4.72218  0.001
O 1.52306 -0.77885 4.86515  0.001
C 1.76010 -1.13126 6.24249  0.000
N -0.04920 0.17326 2.75684  0.003
H 0.71825 2.76212 1.96253  0.001
H 1.32339 3.11203 3.54425  0.000
H -0.33098 2.64335 3.45259  0.000
H 1.86123 0.65629 2.59353  -0.001
H 0.53720 1.00040 5.32949  0.000
H 2.25985 1.16517 5.03129  0.000
H 2.51960 -0.43250 6.59320  0.000
H 2.08747 -2.17064 6.21763  0.000
H 0.88740 -0.94139 6.86735  0.000
H -0.89824 0.66618 2.99405  0.000
H -0.17513 -0.58975 3.40650  0.000

- lowest unoccupied orbital energy (alpha / beta) (eV) = -8.85 / -14.48
- 2S+1 = 3
- HOMO (alpha / beta) (eV) = -16.40 / -16.39
- net charge = +3
- HOMO-LUMO gap (alpha / beta) (eV) = 7.55 / 1.92

Entry 2:
Density functional theory data (ωB97M-V with the def2-TZVPD basis set) for a structure of composition C26H65ClN4O at a distorted geometry.

Each line ends with the Mulliken charge.
CARTESIAN COORDINATES (ANGSTROEM)
C 1.36458 1.47748 1.76386  -1.235
C 2.77258 1.10048 1.07186  -1.085
N 3.11158 1.86748 -0.24414  2.129
C 2.15558 1.55248 -1.19914  -1.874
C 3.05258 3.35648 -0.00214  -1.398
C 3.99958 3.87348 1.17786  -1.700
C 4.46058 1.59148 -0.72114  -0.825
C 4.68158 0.14948 -1.21014  -0.301
O 5.95058 0.16848 -1.75314  -0.444
C 6.24558 -1.01052 -2.41914  -0.683
H 0.35458 1.27848 1.27786  -0.210
H 1.47858 2.42148 2.21586  0.763
H 1.24658 0.96948 2.62786  1.331
H 2.64358 0.11848 0.65786  0.509
H 3.71258 1.07448 1.74686  0.428
H 1.05358 2.10848 -1.01614  -0.866
H 1.64758 0.63348 -1.42114  0.456
H 2.33958 1.79448 -2.16814  0.916
H 2.12758 3.99548 0.27886  -0.804
H 3.08558 3.82648 -1.10514  0.631
H 3.76958 4.82148 1.47286  0.632
H 5.09958 3.93948 1.02086  0.323
H 3.61158 3.63048 2.19186  0.356
H 5.33258 1.81648 0.17886  0.270
H 4.69858 2.27348 -1.48114  0.301
H 3.95558 -0.13752 -2.11914  0.261
H 4.62558 -0.70652 -0.49114  0.350
H 5.49158 -0.91352 -3.22114  0.310
H 5.96958 -1.85652 -1.78214  0.250
H 7.17558 -1.18052 -2.75514  0.358
Cl 2.18658 -2.38652 -0.77714  -0.577
C -2.29142 1.17448 3.51886  -1.046
C -1.81842 -0.24452 3.32686  -0.695
N -1.50242 -0.51852 1.82586  1.035
C -0.39642 -1.59152 1.59186  1.507
C -0.94542 -3.04752 1.83886  -1.860
C -2.63542 -0.57252 0.87186  -1.083
C -2.14942 -0.30552 -0.57314  0.540
H -2.31342 1.28648 4.70486  0.359
H -3.23942 1.49548 3.32886  0.457
H -1.53742 1.87548 3.08886  0.215
H -2.52342 -0.93052 3.86386  0.261
H -0.87542 -0.37352 3.57386  0.556
H 0.47558 -1.43852 2.17886  0.618
H -0.09442 -1.37352 0.44286  -1.780
H -0.14342 -3.58752 1.27586  0.733
H -1.74242 -3.48452 1.30086  0.383
H -1.10342 -3.18152 2.89286  0.452
H -3.33342 0.20148 1.23086  -0.278
H -3.32142 -1.28852 0.90686  0.076
H -2.95742 -0.16152 -1.25214  0.635
H -1.66742 -1.31252 -0.83814  -0.148
H -1.51742 0.52948 -0.91014  0.566
C -0.24242 -3.79652 -0.94814  -0.960
C -1.42742 -2.98252 -1.18114  -0.283
N -2.77042 -3.51952 -1.00514  0.906
C -3.87842 -2.67252 -0.62614  -1.028
C -3.93042 -1.44052 -1.40714  -1.138
C -3.05642 -4.46852 -2.08214  -0.645
C -3.83642 -5.71652 -1.62914  -1.315
H -0.20142 -3.98852 0.09586  -0.139
H 0.69158 -3.02852 -1.16314  -0.040
H -0.05642 -4.50552 -1.77114  0.430
H -1.20242 -2.64452 -2.25014  0.179
H -1.40642 -2.21552 -0.74114  -0.430
H -3.58542 -2.46552 0.42186  0.365
H -4.73942 -3.26152 -0.72314  0.547
H -3.07642 -0.86152 -1.65814  0.324
H -4.72042 -0.67352 -0.87714  0.311
H -4.48642 -1.66552 -2.45114  0.181
H -2.14942 -4.71852 -2.58514  0.539
H -3.56142 -3.87052 -2.83914  0.382
H -3.32742 -6.15152 -0.46414  0.165
H -3.65442 -6.56652 -2.17814  0.493
H -4.89842 -5.56652 -1.52414  0.330
C 1.20358 4.36448 0.48586  -0.811
C -0.13542 3.73248 0.54786  -1.273
N -0.30042 2.25248 0.23686  1.683
C -1.36342 1.58748 0.99886  -1.578
C -2.77342 1.97548 0.56786  -1.010
C -0.21142 2.06948 -1.19414  -1.976
C 0.01958 0.54248 -1.54714  0.007
H 1.65458 4.26848 -0.45614  0.452
H 1.86558 3.82348 1.02486  0.632
H 1.44358 5.23548 0.82486  0.522
H -0.90242 4.32648 0.03986  0.475
H -0.59742 3.88848 1.46386  0.890
H -1.01942 1.80448 1.93986  0.358
H -1.13942 0.50648 1.18486  -0.703
H -3.00442 3.08648 0.72686  0.397
H -3.49942 1.57348 1.29886  0.505
H -3.03042 1.50048 -0.37014  0.257
H 0.68758 2.40248 -1.65114  0.699
H -1.04642 2.25348 -1.67614  0.824
H 0.80758 0.04148 -0.92314  -0.789
H 0.14558 0.62248 -2.59614  1.051
H -1.05542 0.12348 -1.32614  0.138

- lowest unoccupied orbital energy (eV) = 0.16
- HOMO (eV) = -6.46
- HOMO-LUMO gap (eV) = 6.62